Computed, not measured: a 2-piece molecular cluster, C3H11NOS2 overall, with ωB97M-V with the def2-TZVPD basis set.

Last column: Löwdin charge in e.
Atoms and positions in Å:
N  0.481  0.738  1.994  -0.0165
C  0.409  0.128  0.658  -0.2997
C  -0.590  0.844  -0.274  -0.2831
C  -0.896  0.019  -1.505  -0.5946
S  -1.909  0.911  -2.694  0.4133
S  -1.158  0.538  -4.537  0.2901
H  0.464  1.746  1.872  0.0657
H  -0.320  0.514  2.574  0.0698
H  0.231  -0.939  0.766  0.1112
H  1.411  0.214  0.238  0.1106
H  -0.178  1.827  -0.484  0.1074
H  -1.472  0.947  0.358  0.1072
H  -1.363  -0.929  -1.251  0.0745
H  0.024  -0.370  -1.938  0.0747
H  -1.475  -0.748  -4.776  -0.1942
O  2.148  -2.092  2.769  -0.0668
H  2.115  -1.168  2.508  0.0010
H  2.079  -2.179  3.721  0.0296

- relative energy (zero: lowest compared OMol25 entry of this formula, charge and spin) (kJ/mol) = 23.0
- total charge = 0
- orbital gap (eV) = 9.451
- spin multiplicity = 1
- SMILES string = NCCCSS.O
- HOMO (eV) = -8.86

***

Computed, not measured: a 2-piece molecular cluster, C3H11NOS2 overall, with ωB97M-V with the def2-TZVPD basis set.

Last column: Löwdin charge in e.
Atoms and positions in Å:
C  -0.835  -0.632  2.083  -0.0871
C  0.588  -0.315  1.624  -0.4920
N  0.755  -0.887  0.211  0.0253
C  0.712  1.176  1.556  -0.6128
S  2.158  1.740  0.741  0.4862
S  1.373  3.256  -0.451  0.3238
H  -1.625  0.027  1.602  0.0839
H  -1.125  -1.624  1.414  0.1272
H  -1.036  -0.780  3.178  0.0835
H  1.402  -0.741  2.239  0.1382
H  1.603  -0.515  -0.168  0.0093
H  -0.018  -0.535  -0.224  0.0137
H  -0.158  1.507  1.060  0.0470
H  0.719  1.611  2.481  0.0458
H  0.714  2.632  -1.451  -0.1919
O  -2.024  -1.761  -5.467  -0.0408
H  -2.086  -2.460  -4.796  0.0455
H  -1.116  -1.701  -5.633  -0.0048

- relative energy (zero: lowest compared OMol25 entry of this formula, charge and spin) (kJ/mol) = 117.9
- total charge = 0
- orbital gap (eV) = 9.393
- spin multiplicity = 1
- SMILES string = C[C@@H](N)CSS.O
- HOMO (eV) = -9.09